Below is a cluster of 2 separate species, C21H47BN3O7P in total, with properties calculated with the ωB97M-V functional and the def2-TZVPD basis.

The calculation puts the HOMO energy at -6.38 eV. As for the multiplicity: 1. Its total energy is -1885.4276 Ha. The HOMO-LUMO gap is 0.08372 Eh. The net charge is 0.

Positions of all 80 atoms, in Å:
C -1.51461 -4.14317 2.90674
N -0.67127 -3.18141 2.18754
C -1.39338 -2.08664 1.54152
C -1.12538 -0.67249 2.20536
P -2.23218 -0.67136 3.64188
O -3.59589 -1.13568 3.34822
O -1.48026 -1.62332 4.68352
O -2.24534 0.77606 4.33754
O 0.20398 -0.63227 2.60535
B 1.01475 -0.06382 1.46877
O -0.01539 0.40287 0.49469
C -1.27023 0.43009 1.09708
N -2.20169 -0.03539 0.05591
C -1.65928 1.87365 1.51886
C -0.55891 2.88093 1.89088
C -0.39747 3.18783 3.38163
C 0.88996 3.94931 3.71225
C 2.13563 3.06743 3.74217
C 3.35961 3.79660 4.32447
C 4.58119 3.60746 3.44498
O 4.88253 2.22874 3.40113
C 5.20571 1.69688 2.13912
H -1.48575 -5.13373 2.44829
H -1.16901 -4.26228 3.93502
H -2.54950 -3.80674 2.96594
H -0.20608 -3.68385 1.44963
H -2.46318 -2.29528 1.50365
H -1.06249 -1.98535 0.51442
H -0.70386 -1.21246 5.07887
H -1.68567 0.85726 5.11335
H 1.62402 0.92085 1.91236
H 1.78765 -0.88162 0.96864
H -2.00999 0.54424 -0.75365
H -3.16859 0.13580 0.31636
H -2.16338 2.28341 0.64044
H -2.41514 1.85194 2.30300
H 0.39722 2.59956 1.45604
H -0.84068 3.82936 1.42434
H -0.39238 2.27130 3.96648
H -1.23460 3.81674 3.69289
H 0.78029 4.39905 4.70313
H 1.04439 4.75242 2.98504
H 1.92141 2.18984 4.35047
H 2.37337 2.74101 2.73321
H 3.62376 3.36252 5.29055
H 3.16137 4.86089 4.46119
H 5.43644 4.15654 3.85563
H 4.37934 3.99907 2.44237
H 4.90360 0.65150 2.13130
H 6.28303 1.74662 1.94989
H 4.66944 2.20894 1.33804
C -0.49760 -1.98946 -2.45563
C -1.49434 -2.05276 -3.63119
C -1.25378 -3.25164 -4.57975
C -0.16131 -3.09422 -5.63770
C -0.26321 -1.75752 -6.36379
C -0.24781 -0.56479 -5.40270
N -1.41714 -0.80177 -4.46357
O -2.44770 -0.43524 -4.89673
C 1.10326 -0.48479 -4.68000
C -0.44174 0.75660 -6.13066
C -2.87965 -2.18560 -3.01705
H 0.24057 -1.19990 -2.54489
H -1.03518 -1.76132 -1.53452
H 0.03896 -2.92645 -2.31774
H -2.19701 -3.46148 -5.09187
H -1.04480 -4.11037 -3.94522
H 0.82846 -3.21613 -5.19552
H -0.26667 -3.90143 -6.36331
H 0.56763 -1.62202 -7.05554
H -1.18168 -1.73084 -6.95890
H 1.11416 0.32290 -3.94902
H 1.86632 -0.27290 -5.42620
H 1.39176 -1.40267 -4.17874
H -1.32412 0.75794 -6.76767
H 0.42902 0.92927 -6.75774
H -0.52339 1.58285 -5.42491
H -3.14163 -1.29913 -2.43984
H -2.85172 -3.03320 -2.33626
H -3.65678 -2.36379 -3.75980